ORCA calculation (ωB97M-V/def2-TZVPD) on a molecular structure, C2H5IN2O2S.

Cartesian coordinates (Å):
C1 -0.968298 0.448054 0.430473
C2 0.099747 1.117780 -0.352129
N1 -0.502648 -0.764663 0.976255
N2 0.849698 0.192055 -1.033757
O1 2.018261 -0.795542 0.997483
O2 1.026025 -2.431300 -0.613415
S1 0.960852 -1.174767 0.104068
I1 -0.878938 -0.661146 -2.843513
H1 -1.316376 1.025748 1.224263
H2 -1.627213 0.064787 -0.326818
H3 -0.282982 1.937661 -0.929998
H4 0.637317 1.657801 0.422268
H5 -0.015447 -0.616467 1.944821

Force components x, y, z for each atom (eV/Å):
-0.77 -0.95 -1.42
-0.64 2.29 1.38
3.62 -2.21 2.75
-0.18 -2.91 -1.94
0.18 -0.31 -0.09
-0.54 1.69 1.20
-0.13 0.10 -1.36
1.63 0.66 1.51
-1.30 1.14 0.85
-1.56 0.73 -0.15
-0.20 0.13 -0.82
1.32 -0.07 0.10
-1.42 -0.30 -2.00

Calculated values
Frontier orbital gap (alpha / beta): 7.1 / 7.1 eV
2S+1: 1
Relative energy (zero: lowest compared OMol25 entry of this formula, charge and spin): 2.083 eV
Net charge: 0
HOMO energy (alpha / beta): -0.365 / -0.366 Ha

How is the electron density shared among the atoms? According to Löwdin, the charges in e are: -0.3303 -0.4378 -0.1183 -0.1842 -0.2925 -0.3297 0.6015 0.5472 0.1170 0.0242 0.1171 0.1403 0.1456

---

ORCA calculation (ωB97M-V/def2-TZVPD) on a molecular structure, C5H7NO.

Cartesian coordinates (Å):
O1 -1.310036 1.738125 -0.611455
C1 -1.015864 0.481727 -0.063699
C2 -0.496857 -0.689883 -0.855805
C3 0.921509 -0.981523 -0.511525
C4 1.476648 0.012198 0.462475
C5 0.098957 0.387189 0.924246
N1 -0.169692 -1.443600 0.361617
H1 -2.270945 1.826042 -0.590338
H2 -1.900136 0.093513 0.473478
H3 -1.021140 -1.100837 -1.715944
H4 1.540538 -1.667285 -1.087321
H5 2.194369 0.790606 0.189359
H6 1.901794 -0.583499 1.288629
H7 0.050855 1.137226 1.736283

Force components x, y, z for each atom (eV/Å):
-0.09 0.24 -0.18
0.15 -0.19 0.03
-0.15 0.11 -0.19
0.24 0.02 -0.06
0.07 0.21 -0.18
-0.04 -0.14 0.04
0.01 0.39 0.51
0.28 0.19 -0.14
0.10 0.20 -0.26
0.12 -0.25 0.32
-0.31 -0.07 0.17
-0.18 0.14 -0.18
0.13 0.25 -0.31
-0.31 -1.11 0.41

Calculated values
Frontier orbital gap: 9.8 eV
2S+1: 1
Relative energy (zero: lowest compared OMol25 entry of this formula, charge and spin): 4.432 eV
Net charge: 0
HOMO energy: -0.337 Ha

How is the electron density shared among the atoms? According to Löwdin, the charges in e are: -0.0010 -0.3930 -0.2100 -0.2570 -0.1438 -0.0175 0.1348 0.0936 0.1556 0.1393 0.1336 0.1083 0.1219 0.1352

---

ORCA calculation (ωB97M-V/def2-TZVPD) on a gas-phase ion, C4H6N (charge +1).

Cartesian coordinates (Å):
C1 2.555379 -0.153065 -0.337399
C2 1.495347 0.451740 -0.772310
C3 0.227575 0.221175 -0.352820
C4 -0.941764 0.024342 -0.063153
N1 -2.246763 -0.249675 0.488001
H1 3.480025 0.083809 -0.825813
H2 2.585906 -1.056548 0.392211
H3 1.534052 1.140599 -1.690755
H4 -2.301396 -1.202500 0.590631
H5 -2.831061 0.342166 -0.054393
H6 -2.146969 0.174887 1.364251

Force components x, y, z for each atom (eV/Å):
1.97 -2.89 1.43
0.54 2.34 -3.20
-5.23 -1.10 1.59
2.28 0.01 -0.56
3.93 3.12 -1.32
0.47 -0.02 0.07
-0.27 2.05 -1.08
0.24 -0.78 1.63
-1.44 -3.13 -0.14
-1.96 -0.29 -0.79
-0.53 0.68 2.37

Calculated values
Frontier orbital gap: 9.8 eV
2S+1: 1
Relative energy (zero: lowest compared OMol25 entry of this formula, charge and spin): 2.517 eV
SMILES: C=CC#C[NH3+]
Net charge: +1
HOMO energy: -0.510 Ha

How is the electron density shared among the atoms? According to Löwdin, the charges in e are: 0.0674 -0.2128 -0.0224 0.0261 0.2795 0.0736 0.1302 0.1633 0.1532 0.1797 0.1622

---

ORCA calculation (ωB97M-V/def2-TZVPD) on 10 unconnected molecules or ions with the total composition C2H23O10.

Cartesian coordinates (Å):
O1 -0.762369 0.038389 -0.130156
H1 -0.204811 -0.477050 -0.725833
C1 1.995351 1.858060 1.652588
C2 1.000612 2.733740 0.901952
O2 0.821282 2.290547 -0.425463
H2 2.959388 1.921913 1.150677
H3 1.677649 0.815734 1.575692
H4 2.001132 2.110042 2.715291
H5 1.373439 3.764635 0.879685
H6 0.022404 2.793485 1.395236
H7 0.154747 1.570590 -0.446829
O3 3.392441 -1.164965 -0.664813
H8 2.497925 -1.443522 -0.400624
H9 3.970998 -1.757012 -0.177366
O4 -1.153561 0.508344 2.771046
H10 -1.146462 0.369204 1.810673
H11 -2.025028 0.883539 2.928926
O5 -2.982183 1.679404 0.340317
H12 -3.591669 1.087480 -0.109950
H13 -2.111443 1.257204 0.196769
O6 0.995877 -2.013445 0.786943
H14 0.357910 -1.289221 0.546634
H15 1.175828 -1.862396 1.719795
O7 -0.094508 -3.923843 -0.916907
H16 0.387982 -3.508411 -0.182636
H17 -0.175774 -4.849517 -0.668405
O8 -2.309416 -2.228598 0.247913
H18 -1.596817 -2.853556 0.068084
H19 -1.895472 -1.364688 0.005786
O9 0.419015 1.394962 -3.596086
H20 0.967060 1.613222 -2.832782
H21 -0.333967 0.899764 -3.224963
O10 -1.944967 0.014103 -2.664395
H22 -2.229287 -0.896303 -2.793943
H23 -1.613292 0.028183 -1.732869

Force components x, y, z for each atom (eV/Å):
0.17 -0.43 -0.16
0.06 0.41 -0.31
-0.66 -0.26 -0.21
-0.28 0.01 0.01
0.12 0.29 -0.50
0.20 0.11 0.32
-0.06 0.02 0.02
0.38 0.12 -0.06
0.04 -0.06 -0.22
0.16 -0.23 0.22
0.19 -0.03 0.41
-0.11 -0.09 -0.05
0.26 0.10 0.10
-0.01 -0.01 0.00
-0.04 0.05 0.07
0.22 -0.19 -0.09
-0.02 0.01 -0.03
0.16 -0.02 0.18
0.04 -0.01 -0.04
-0.30 0.08 -0.20
-0.20 0.29 -0.17
0.07 -0.17 0.49
-0.04 0.01 0.03
0.01 -0.22 0.13
0.12 0.17 -0.03
-0.03 0.02 -0.06
0.04 0.27 -0.21
-0.17 -0.14 -0.16
-0.18 -0.21 0.45
0.01 -0.15 0.16
-0.07 0.10 0.03
0.07 0.13 -0.28
0.04 -0.10 0.32
0.05 0.00 -0.04
-0.27 0.17 -0.13

Calculated values
Frontier orbital gap: 9.4 eV
2S+1: 1
Relative energy (zero: lowest compared OMol25 entry of this formula, charge and spin): 0.000 eV
Net charge: -1
HOMO energy: -0.243 Ha

How is the electron density shared among the atoms? According to Löwdin, the charges in e are: -0.3919 -0.0105 -0.0859 -0.3339 -0.1111 0.0698 0.0485 0.0687 0.1011 0.1023 0.0279 -0.0739 -0.0042 0.0201 -0.0762 -0.0217 0.0277 -0.0774 0.0307 -0.0200 -0.0774 0.0224 0.0704 -0.0683 -0.0014 0.0397 -0.1016 -0.0229 -0.0202 -0.0848 0.0098 -0.0150 -0.0790 0.0456 -0.0075

---

> What is the formula in the third record?

C4H6N

---

> 2S+1 of number 4 (C2H23O10)?

1

---

> Among the records above, which one has the lowest net charge?

C2H23O10

---

Repeat the second record exactly.
ORCA calculation (ωB97M-V/def2-TZVPD) on a molecular structure, C5H7NO.

Cartesian coordinates (Å):
O1 -1.310036 1.738125 -0.611455
C1 -1.015864 0.481727 -0.063699
C2 -0.496857 -0.689883 -0.855805
C3 0.921509 -0.981523 -0.511525
C4 1.476648 0.012198 0.462475
C5 0.098957 0.387189 0.924246
N1 -0.169692 -1.443600 0.361617
H1 -2.270945 1.826042 -0.590338
H2 -1.900136 0.093513 0.473478
H3 -1.021140 -1.100837 -1.715944
H4 1.540538 -1.667285 -1.087321
H5 2.194369 0.790606 0.189359
H6 1.901794 -0.583499 1.288629
H7 0.050855 1.137226 1.736283

Force components x, y, z for each atom (eV/Å):
-0.09 0.24 -0.18
0.15 -0.19 0.03
-0.15 0.11 -0.19
0.24 0.02 -0.06
0.07 0.21 -0.18
-0.04 -0.14 0.04
0.01 0.39 0.51
0.28 0.19 -0.14
0.10 0.20 -0.26
0.12 -0.25 0.32
-0.31 -0.07 0.17
-0.18 0.14 -0.18
0.13 0.25 -0.31
-0.31 -1.11 0.41

Calculated values
Frontier orbital gap: 9.8 eV
2S+1: 1
Relative energy (zero: lowest compared OMol25 entry of this formula, charge and spin): 4.432 eV
Net charge: 0
HOMO energy: -0.337 Ha

How is the electron density shared among the atoms? According to Löwdin, the charges in e are: -0.0010 -0.3930 -0.2100 -0.2570 -0.1438 -0.0175 0.1348 0.0936 0.1556 0.1393 0.1336 0.1083 0.1219 0.1352